5 unconnected molecules or ions with the total composition C22H43NO13S in a non-equilibrium geometry, computed with the ωB97M-V functional and the def2-TZVPD basis.

Bonds (Å) are listed after each position.
Geometry (Å):
1 H 6.439 2.981 2.704  C39 1.093
2 O 2.146 2.511 0.955  S11 1.701, N44 1.434
3 C -0.343 -4.443 -6.543  O7 1.432, H16 1.090, H49 1.089, C54 1.514
4 C -1.463 0.371 -0.690  H46 1.085, C47 1.509, H59 1.090, O69 1.432
5 C 0.711 2.492 7.776  O8 1.431, C26 1.514, H62 1.089, H65 1.091
6 H 5.607 1.683 -0.274  C15 1.094
7 O -1.069 -4.450 -5.309  C3 1.432, C38 1.345
8 O 0.280 3.388 6.748  C5 1.431, C53 1.348
9 H -2.803 -1.662 -5.607  C79 1.085
10 H 8.159 3.087 2.255  C39 1.089
11 S 2.125 3.189 2.515  O2 1.701, O41 1.444, O61 1.607
12 H 4.957 4.869 1.507  C55 1.088
13 H 0.057 -1.124 -0.695  C47 1.092
14 H 7.100 4.477 2.030  C39 1.095
15 C 5.549 2.540 0.404  H6 1.094, O20 1.415, C57 1.524, H58 1.094
16 H -0.955 -4.031 -7.346  C3 1.090
17 O -6.509 -3.729 0.276  C66 1.201
18 H -5.697 -6.646 -0.901  C60 1.087
19 C -2.514 0.058 -2.869  O37 1.204, O69 1.347, C75 1.509
20 O 6.883 2.932 0.665  C15 1.415, C39 1.413
21 H -3.314 -1.852 -2.408  C75 1.090
22 H 3.831 3.199 -0.717  C57 1.090
23 C 2.953 5.125 0.845  H24 1.088, C55 1.532, O61 1.454, H64 1.089
24 H 2.301 4.727 0.070  C23 1.088
25 H -3.743 -0.633 -1.188  C75 1.086
26 C 0.996 3.213 9.077  C5 1.514, H34 1.090, H56 1.090, H72 1.090
27 H -1.561 -1.796 -0.607  C47 1.090
28 H -6.237 -6.224 0.719  C60 1.087
29 C -6.179 -5.567 -3.623  C30 1.515, H40 1.091, H50 1.090, H76 1.090
30 C -5.125 -4.963 -2.719  C29 1.515, O35 1.437, H36 1.085, H48 1.091
31 H 1.543 -3.800 -7.351  C54 1.090
32 H -0.858 -1.040 0.827  C47 1.092
33 H 5.362 3.931 -1.150  C57 1.092
34 H 0.116 3.771 9.397  C26 1.090
35 O -5.702 -4.095 -1.730  C30 1.437, C66 1.344
36 H -4.457 -4.326 -3.289  C30 1.085
37 O -2.516 0.323 -4.044  C19 1.204
38 C -1.861 -3.434 -4.923  O7 1.345, O63 1.206, C79 1.506
39 C 7.148 3.384 1.977  H1 1.093, H10 1.089, H14 1.095, O20 1.413
40 H -6.874 -6.203 -3.073  C29 1.091
41 O 3.274 2.603 3.167  S11 1.444
42 H -4.519 -0.611 -2.763  C75 1.087
43 H 4.776 5.744 -0.005  C55 1.091
44 N 1.144 1.487 0.892  O2 1.434, C77 1.253
45 H 3.172 4.180 5.386  C71 1.087
46 H -0.782 1.142 -0.346  C4 1.085
47 C -0.934 -0.975 -0.260  C4 1.509, H13 1.092, H27 1.090, H32 1.092
48 H -4.501 -5.724 -2.247  C30 1.091
49 H -0.184 -5.495 -6.776  C3 1.089
50 H -6.763 -4.777 -4.096  C29 1.090
51 H -1.541 -2.203 -6.704  C79 1.088
52 H 2.960 3.229 6.847  C71 1.087
53 C 1.136 4.069 5.960  O8 1.348, C71 1.511, O74 1.202
54 C 0.987 -3.733 -6.415  C3 1.514, H31 1.090, H70 1.090, H73 1.090
55 C 4.436 4.871 0.552  H12 1.088, C23 1.532, H43 1.091, C57 1.542
56 H 1.816 3.923 8.972  C26 1.090
57 C 4.744 3.625 -0.303  C15 1.524, H22 1.090, H33 1.092, C55 1.542
58 H 5.038 2.191 1.306  C15 1.094
59 H -2.443 0.601 -0.271  C4 1.090
60 C -6.382 -6.018 -0.338  H18 1.087, H28 1.087, C66 1.513, H80 1.089
61 O 2.543 4.702 2.173  S11 1.607, C23 1.454
62 H -0.120 1.801 7.908  C5 1.089
63 O -2.538 -3.585 -3.936  C38 1.206
64 H 2.792 6.202 0.857  C23 1.089
65 H 1.563 1.900 7.438  C5 1.091
66 C -6.187 -4.534 -0.555  O17 1.201, O35 1.344, C60 1.513
67 O 1.819 -0.390 2.224  C77 1.153
68 H -1.116 -1.465 -5.147  C79 1.088
69 O -1.483 0.491 -2.117  C4 1.432, C19 1.347
70 H 0.857 -2.680 -6.168  C54 1.090
71 C 2.606 4.105 6.311  H45 1.087, H52 1.087, C53 1.511, H78 1.090
72 H 1.259 2.497 9.856  C26 1.090
73 H 1.580 -4.188 -5.622  C54 1.090
74 O 0.693 4.681 5.026  C53 1.202
75 C -3.583 -0.807 -2.249  C19 1.509, H21 1.090, H25 1.086, H42 1.087
76 H -5.707 -6.168 -4.402  C29 1.090
77 C 1.546 0.473 1.510  N44 1.253, O67 1.153
78 H 2.793 4.994 6.913  C71 1.090
79 C -1.821 -2.119 -5.656  H9 1.085, C38 1.506, H51 1.088, H68 1.088
80 H -7.406 -6.275 -0.608  C60 1.089

Its total energy is -2295.00720 hartree. The HOMO-LUMO gap comes out at 0.3486 Ha. For the strongest force on any atom, the calculation gives 1.2 eV Å⁻¹.